Density functional theory data (ωB97M-V/def2-TZVPD) for a structure of composition C32H73INO17P at a distorted geometry.

```
125
Properties=species:S:1:pos:R:3:lowdin_charge:R:1
C 6.76607 -2.81634 0.40029 -0.1093
C 5.37098 -2.58695 -0.23339 -0.2459
C 4.57206 -1.44409 0.45521 -0.2097
C 3.02136 -1.63193 0.32520 -0.1950
C 2.47297 -0.56175 -0.63762 -0.1600
C 0.94728 -0.30177 -0.54545 -0.1421
N 0.40685 -0.54688 0.83438 -0.1058
C -0.89777 -1.20429 0.83173 -0.1981
P -0.83028 -2.92001 0.21707 0.4703
O 0.33837 -3.26447 -0.59604 -0.2674
O -2.20727 -3.15985 -0.57944 -0.1364
O -0.86805 -3.94241 1.46414 -0.1360
C 0.25497 0.73637 1.43375 -0.7850
O -0.66185 1.45015 1.26560 0.1392
O 1.27425 1.10854 2.29130 -0.5548
I 0.75671 0.32857 4.08044 1.0338
H 7.51800 -2.81118 -0.39586 0.0603
H 7.05598 -2.03354 1.10803 0.0617
H 6.85150 -3.77125 0.92476 0.0631
H 4.78650 -3.49435 -0.06183 0.0941
H 5.43417 -2.34071 -1.29605 0.1020
H 4.84256 -1.48018 1.51906 0.0992
H 4.87855 -0.45053 0.11247 0.0961
H 2.78356 -2.62860 -0.05101 0.0891
H 2.62679 -1.54599 1.33805 0.0932
H 2.97392 0.39188 -0.43524 0.1011
H 2.75434 -0.83819 -1.65954 0.1200
H 0.36362 -0.86091 -1.27661 0.1095
H 0.77486 0.76034 -0.77158 0.1198
H -1.64306 -0.62547 0.26734 0.1171
H -1.22838 -1.25777 1.87823 0.0918
H -2.02437 -3.63443 -1.40452 0.0909
H -0.43850 -4.75919 1.16557 0.0889
C -3.60764 -2.96777 3.83770 -0.1003
O -4.54240 -2.01640 3.37690 -0.1967
C -5.09154 -2.37798 2.11848 -0.1934
C -6.28812 -1.50768 1.79836 -0.1779
O -7.48533 -1.95932 2.42012 -0.1351
C -7.61469 -1.66455 3.80649 -0.1778
C -7.98273 -0.22057 4.07626 -0.2055
O -6.82522 0.59909 4.04288 -0.2009
C -7.15177 1.97031 3.99901 -0.1122
H -2.78475 -3.08409 3.12456 0.0644
H -3.20576 -2.61470 4.78627 0.0894
H -4.09643 -3.93451 4.00387 0.0918
H -5.39240 -3.43291 2.13094 0.1240
H -4.31657 -2.22661 1.35351 0.1190
H -6.47718 -1.58234 0.72610 0.1072
H -6.09561 -0.45725 2.02375 0.1265
H -6.72012 -1.95899 4.35806 0.1231
H -8.43832 -2.29156 4.15531 0.1270
H -8.42931 -0.13957 5.07694 0.1270
H -8.70655 0.12152 3.32662 0.1298
H -7.69069 2.20841 3.07482 0.0885
H -6.22267 2.53731 4.01479 0.0879
H -7.75724 2.25637 4.86651 0.0871
C 13.03518 2.10796 -1.56781 -0.1138
O 11.63303 1.98481 -1.64717 -0.2002
C 11.23545 0.66124 -1.96781 -0.2058
C 9.74548 0.49143 -1.75536 -0.1801
O 9.39799 0.23802 -0.39982 -0.1371
C 9.41162 1.36479 0.46779 -0.1790
C 8.19876 2.24940 0.28658 -0.2038
O 8.37320 3.13536 -0.80938 -0.1957
C 7.14801 3.73088 -1.16806 -0.1148
H 13.50679 1.82817 -2.51673 0.0869
H 13.26882 3.14887 -1.35110 0.0872
H 13.43197 1.48491 -0.75800 0.0881
H 11.78034 -0.05571 -1.34162 0.1298
H 11.47540 0.47889 -3.02457 0.1267
H 9.42979 -0.40040 -2.30189 0.1260
H 9.18546 1.33771 -2.15710 0.1231
H 10.34316 1.92684 0.37829 0.1232
H 9.37541 0.94936 1.47759 0.1267
H 8.04901 2.85714 1.19005 0.1279
H 7.31529 1.62069 0.12057 0.1248
H 6.44126 2.96937 -1.51818 0.0904
H 7.33359 4.43069 -1.98169 0.0894
H 6.71871 4.27751 -0.31970 0.0810
C 3.30840 7.09327 2.58480 -0.1123
O 2.87759 6.82533 1.26953 -0.1982
C 3.81761 6.04059 0.55495 -0.2107
C 3.20329 5.52423 -0.73064 -0.1787
O 2.41988 4.35579 -0.53354 -0.1341
C 1.12994 4.54188 0.03377 -0.1711
C 0.11798 5.08064 -0.95437 -0.1998
O 0.23522 6.49124 -1.06301 -0.1988
C -0.47776 6.99440 -2.16985 -0.1151
H 4.26734 7.62412 2.58187 0.0870
H 2.55853 7.72179 3.06188 0.0875
H 3.40036 6.16317 3.15749 0.0883
H 4.14557 5.19428 1.17142 0.1277
H 4.68204 6.67711 0.31784 0.1262
H 4.01462 5.21069 -1.39246 0.1203
H 2.64044 6.30259 -1.24965 0.1244
H 1.17781 5.15662 0.93446 0.1277
H 0.80560 3.54384 0.33587 0.1085
H -0.89546 4.84925 -0.59926 0.1295
H 0.27551 4.61491 -1.93510 0.1299
H -0.06077 6.60520 -3.10600 0.0877
H -0.37727 8.07845 -2.16950 0.0869
H -1.54069 6.73632 -2.10103 0.0870
C -11.31262 -4.88745 -4.23489 -0.1132
O -9.98965 -5.00099 -3.76104 -0.2003
C -9.03856 -4.70671 -4.77128 -0.2068
C -7.65882 -4.54660 -4.16704 -0.1821
O -7.43413 -3.25419 -3.61735 -0.1315
C -8.03881 -3.00406 -2.35272 -0.1725
C -7.30269 -3.65451 -1.20062 -0.2026
O -7.68365 -5.01567 -1.07480 -0.1922
C -6.82052 -5.72288 -0.21380 -0.1063
H -11.48591 -5.56633 -5.07767 0.0869
H -11.98441 -5.15597 -3.42154 0.0875
H -11.52642 -3.85622 -4.53862 0.0883
H -9.32037 -3.78459 -5.29411 0.1296
H -9.02849 -5.54233 -5.48496 0.1265
H -6.92824 -4.64461 -4.97347 0.1259
H -7.44982 -5.33049 -3.43676 0.1227
H -9.09487 -3.27904 -2.35854 0.1244
H -7.98085 -1.92129 -2.21883 0.1273
H -7.56470 -3.14301 -0.26539 0.1115
H -6.21948 -3.58208 -1.36486 0.1306
H -5.80415 -5.75106 -0.62491 0.0874
H -7.19019 -6.74363 -0.13156 0.0881
H -6.80576 -5.26888 0.78385 0.0812
```

**Gap between HOMO and LUMO**: 7.75 eV
**Energy relative to the best compared isomer or geometry (same formula, charge and spin)**: 71.8 kJ/mol
**LUMO level**: -1.48 eV

Density functional theory data (ωB97M-V/def2-TZVPD) for a cluster of 8 separate species, C32H73N6O12 in total at a distorted geometry.

```
123
Properties=species:S:1:pos:R:3:lowdin_charge:R:1
C -1.33794 0.54308 -1.00295 -0.0150
C -0.62566 0.40554 0.29751 -0.7986
O -1.21264 0.39454 1.38756 -0.0629
O 0.61145 0.33313 0.33735 -0.0667
H -2.23163 -0.07065 -1.11586 0.0800
H -0.69017 0.13180 -1.77713 0.0401
H -1.53436 1.55536 -1.35625 0.0380
C 0.70708 3.27480 -2.38841 -0.0575
C 0.02919 3.85252 -1.11569 -0.3765
C 0.61268 5.27668 -0.80113 -0.1394
O 2.04550 5.17083 -0.59544 -0.2342
C 2.46940 4.61533 0.57892 -0.1437
N -1.36981 4.10418 -1.44064 0.0237
H 0.22613 3.49165 -3.34223 0.0649
H 0.69155 2.18758 -2.31211 0.0579
H 1.70657 3.58308 -2.69515 0.0612
H 0.23206 3.07947 -0.37452 0.1180
H 0.21620 5.74362 0.10046 0.1012
H 0.52930 5.97976 -1.62987 0.1223
H 1.95013 3.72939 0.94439 0.0952
H 2.04252 5.35074 1.26086 0.0731
H 3.55219 4.72713 0.63514 0.0949
H -1.47716 4.74625 -2.21286 0.0679
H -1.97632 3.32145 -1.63957 0.0579
C -4.16707 -1.95889 4.99956 -0.0910
C -2.67959 -2.07977 4.78991 -0.4193
C -2.17124 -3.56186 4.64133 -0.2036
O -0.75106 -3.56526 4.47675 -0.1651
C -0.20971 -4.92242 4.21782 -0.0809
N -2.39687 -1.41039 3.52022 0.0634
H -4.74643 -2.49015 4.24444 0.0842
H -4.50278 -0.92244 5.03367 0.0498
H -4.33303 -2.34659 6.00467 0.0627
H -2.18991 -1.58432 5.62827 0.1255
H -2.81874 -3.97217 3.86641 0.1139
H -2.41510 -4.27404 5.42963 0.1025
H -0.48848 -5.54947 5.06469 0.0640
H 0.87718 -4.98175 4.16086 0.0569
H -0.51649 -5.45034 3.31488 0.0791
H -2.77435 -2.03430 2.82141 0.0542
H -2.94466 -0.56890 3.41101 0.0610
C 5.49482 -2.65632 4.59279 -0.0800
C 4.22968 -2.07617 3.91624 -0.4182
C 4.36783 -2.17239 2.38305 -0.2267
O 3.24944 -1.78658 1.63265 -0.1459
C 3.38164 -2.04328 0.23146 -0.1118
N 3.10015 -2.88026 4.33782 0.0362
H 6.26328 -1.88457 4.54838 0.0656
H 5.80508 -3.61766 4.18333 0.0728
H 5.23305 -2.76497 5.64530 0.0621
H 4.00684 -1.07969 4.29765 0.1410
H 4.62530 -3.19115 2.09335 0.1154
H 5.16638 -1.47113 2.14087 0.1221
H 3.62739 -3.06648 -0.05273 0.0800
H 4.02113 -1.34413 -0.30737 0.0528
H 2.42450 -1.80075 -0.23023 0.0633
H 3.17427 -3.04468 5.33158 0.0577
H 3.25626 -3.81196 3.98052 0.0617
C 0.66067 -0.42876 -6.87785 -0.0771
C -0.44837 -0.20923 -5.89202 -0.4124
C -0.29197 -0.97584 -4.58605 -0.2288
O 1.05714 -0.98962 -4.28414 -0.2108
C 1.48412 -1.99582 -3.31200 -0.0397
N -0.19265 1.19614 -5.59998 0.0229
H 0.52888 -1.48090 -7.13033 0.0818
H 1.62190 -0.30147 -6.37993 0.0565
H 0.65753 0.24290 -7.73632 0.0824
H -1.49603 -0.21989 -6.19269 0.1392
H -0.65208 -1.96581 -4.86600 0.1234
H -0.86457 -0.52938 -3.77309 0.1160
H 2.53814 -2.19803 -3.50237 0.0626
H 1.05105 -2.97827 -3.50000 0.0900
H 1.40274 -1.66216 -2.27751 0.0762
H -0.33616 1.29561 -4.60519 0.0476
H 0.79525 1.35897 -5.73282 0.0474
C -2.50709 5.38616 2.47603 -0.0687
C -2.48131 3.89482 2.87099 -0.3928
C -3.59864 3.50110 3.81629 -0.2696
O -3.49080 2.31052 4.48738 -0.1297
C -4.47402 2.15110 5.43214 -0.1422
N -2.37507 3.06547 1.59902 0.0837
H -3.41964 5.83101 2.07921 0.0717
H -1.69451 5.51426 1.76090 0.0541
H -2.30335 5.95381 3.38398 0.0625
H -1.62687 3.76909 3.53599 0.1317
H -4.52570 3.73193 3.29151 0.1278
H -3.55619 4.33213 4.52034 0.1098
H -4.43987 1.12611 5.80139 0.0715
H -5.49412 2.30298 5.07937 0.0891
H -4.31415 2.80869 6.28661 0.0828
H -1.79198 3.55410 0.93469 0.0111
H -1.72824 2.33766 1.86736 0.0327
C 4.58801 2.56424 -2.42186 -0.0466
C 3.87502 1.23757 -2.35178 -0.4493
C 4.72449 0.08221 -2.89158 -0.1679
O 5.24140 0.37495 -4.22345 -0.1981
C 4.32031 0.10627 -5.26274 -0.1211
N 3.32829 0.91937 -1.02296 0.0734
H 4.68644 2.96250 -3.43171 0.0820
H 5.40828 2.59767 -1.70483 0.0836
H 3.93354 3.31031 -1.97114 0.0493
H 2.97304 1.12765 -2.95382 0.1105
H 4.20276 -0.87419 -2.92629 0.1005
H 5.55245 0.06825 -2.18278 0.1191
H 4.25515 -0.95726 -5.49244 0.0818
H 4.63006 0.58830 -6.18999 0.0842
H 3.31882 0.41123 -4.95923 0.0616
H 2.86603 1.66469 -0.52205 0.0574
H 2.55260 0.29351 -1.18636 0.0348
C -5.16313 -3.98913 -0.73204 0.0239
C -5.79469 -3.86748 -1.94299 -0.2322
C -5.03973 -3.38743 -3.16209 -0.4089
O -5.50675 -3.13302 -4.29025 -0.0651
C -3.63158 -3.05932 -2.89949 0.0311
C -3.02406 -3.27599 -1.66703 -0.2690
C -3.75855 -3.59750 -0.43145 -0.3975
O -3.28757 -3.53956 0.72247 -0.0292
O -1.71872 -2.95204 -1.50247 0.0306
O -7.11169 -4.27331 -2.20190 -0.0054
H -5.71336 -4.29582 0.14522 0.0973
H -2.97895 -2.68816 -3.67583 0.0912
H -1.42698 -3.17538 -0.61556 0.0967
H -7.35954 -4.13425 -3.11887 0.0722
```

**Net charge**: -2
**Gap between HOMO and LUMO (alpha / beta)**: 4.85 / 6.06 eV
**Multiplicity**: 2
**LUMO level (alpha / beta)**: 4.08 / 4.08 eV

Density functional theory data (ωB97M-V/def2-TZVPD) for a structure of composition C32H74FIN4O4S2Sb.

```
119
Properties=species:S:1:pos:R:3:lowdin_charge:R:1
C -0.69580 -3.12949 4.40082 -0.0123
C 0.09565 -3.56556 3.19032 -0.3066
C 0.06982 -2.54956 2.06171 -0.1063
O 0.62215 -1.34222 2.58476 -0.0168
C 0.08542 -0.18193 2.12432 -0.5791
O -0.60194 -0.13134 1.14745 0.0797
C 0.45787 0.97562 3.01475 -0.5078
S 1.13616 2.43578 2.18369 0.5115
Sb 2.63809 1.62672 0.30538 0.7121
I 4.36941 0.88539 -1.91775 -0.0627
C 1.30809 2.70675 -1.08384 -0.4271
C 1.50111 4.18444 -0.91853 -0.3401
F 0.38064 4.90909 -1.37188 -0.0998
C 3.92929 0.51736 1.70071 -0.4142
C 4.26430 1.14837 3.05269 -0.3184
C 4.80717 2.57129 2.99626 -0.2804
C 5.34148 3.03481 4.34436 -0.2068
C 5.81873 4.51221 4.39606 -0.2858
N 5.94644 5.24232 3.13946 -0.0188
O -0.53691 -4.77274 2.66284 0.0012
C 0.27649 -5.83122 2.46845 -0.5853
O 1.26680 -5.79640 1.80101 0.1236
C -0.17825 -7.08028 3.18713 -0.4499
S 0.95867 -7.42049 4.56519 0.7240
H -0.18069 -2.31385 4.90709 0.0798
H -0.83735 -3.96097 5.09114 0.0849
H -1.68151 -2.77235 4.09308 0.0957
H 1.12657 -3.81100 3.45276 0.1570
H -0.95768 -2.39347 1.73036 0.1362
H 0.66713 -2.90584 1.22247 0.1449
H -0.48662 1.29646 3.46652 0.0643
H 1.09181 0.61989 3.82770 0.0609
H 1.75709 0.16388 -0.01104 -0.0474
H 3.61021 3.07877 0.43388 -0.0475
H 0.28287 2.45059 -0.80945 0.0409
H 1.55308 2.40399 -2.10083 0.0040
H 1.64900 4.47072 0.12736 0.0676
H 2.36209 4.54513 -1.48448 0.1079
H 3.36637 -0.40623 1.87299 0.0360
H 4.84494 0.27542 1.15761 0.0140
H 5.02852 0.52111 3.53663 0.1033
H 3.39366 1.12478 3.71660 0.0786
H 5.58883 2.63368 2.23128 0.1115
H 4.01275 3.24660 2.67156 0.0572
H 4.55443 2.90418 5.09551 0.1027
H 6.16473 2.38320 4.65804 0.0997
H 5.13927 5.08942 5.02727 0.0973
H 6.79415 4.55478 4.88812 0.0932
H 5.04926 5.36624 2.68880 0.0603
H 6.56358 4.77237 2.49014 0.0603
H -1.16892 -6.95696 3.61597 0.0767
H -0.16054 -7.91779 2.49221 0.0801
H 2.06768 -7.29598 3.82427 -0.1274
C -4.02254 1.73408 9.13718 -0.0944
C -2.55953 1.37785 8.92169 -0.2798
N -2.27786 0.90636 7.57731 -0.1985
C -0.95870 0.31124 7.44755 -0.2478
C 0.26472 1.21593 7.64808 -0.0810
C -2.68356 1.80056 6.50359 -0.2432
C -2.08781 3.21515 6.48481 -0.0779
H -4.66658 0.89230 8.87845 0.0783
H -4.18927 1.98658 10.18553 0.0697
H -4.32756 2.59547 8.54248 0.0631
H -2.29172 0.56677 9.60519 0.1153
H -1.94116 2.24199 9.21392 0.1001
H -0.88594 -0.16021 6.46303 0.1007
H -0.90089 -0.50790 8.17190 0.1078
H 0.43073 1.87323 6.79593 0.0546
H 1.16088 0.60166 7.75738 0.0708
H 0.17956 1.83100 8.54491 0.0645
H -3.77182 1.89016 6.52760 0.0986
H -2.46177 1.31230 5.55102 0.1089
H -2.08572 3.67349 7.47543 0.0656
H -2.68143 3.85459 5.82905 0.0730
H -1.06837 3.22488 6.10335 0.0552
C -2.35845 0.00068 -1.36407 -0.0943
C -2.89183 -0.18388 -2.77551 -0.2732
N -2.86375 1.03779 -3.56449 -0.1977
C -3.58459 0.93266 -4.81667 -0.2550
C -3.05090 -0.04325 -5.87368 -0.0919
C -1.57228 1.71222 -3.63120 -0.2313
C -0.37943 0.92013 -4.18217 -0.0661
H -2.89160 0.79654 -0.84208 0.0854
H -2.48003 -0.92235 -0.79640 0.0680
H -1.29642 0.23934 -1.34783 0.0538
H -3.93649 -0.50939 -2.72921 0.1122
H -2.33479 -1.00858 -3.25151 0.0992
H -3.64382 1.93261 -5.25724 0.1094
H -4.61596 0.65123 -4.57669 0.1053
H -2.15818 0.34383 -6.36274 0.0363
H -3.80316 -0.19210 -6.65294 0.0724
H -2.81990 -1.02156 -5.44960 0.0646
H -1.31812 2.05541 -2.62769 0.0897
H -1.71111 2.62392 -4.21870 0.1152
H -0.33971 -0.08960 -3.77000 0.0729
H 0.55116 1.41534 -3.90312 0.0587
H -0.39636 0.84310 -5.26999 0.0455
C -0.56599 -0.01800 -8.82754 -0.0922
C -0.73581 -1.49459 -8.50964 -0.2713
N -1.69728 -2.16434 -9.36997 -0.1984
C -2.07307 -3.48373 -8.89560 -0.2511
C -0.99486 -4.57388 -8.85342 -0.0859
C -1.45632 -2.04198 -10.79678 -0.2500
C -0.11284 -2.54288 -11.34533 -0.0842
H -1.52685 0.49835 -8.79668 0.0751
H 0.09066 0.43941 -8.08596 0.0727
H -0.11466 0.15195 -9.80622 0.0637
H -1.10078 -1.58265 -7.48313 0.1039
H 0.25764 -1.97065 -8.52323 0.1041
H -2.91082 -3.83282 -9.50691 0.1092
H -2.47269 -3.35651 -7.88481 0.1080
H -0.75200 -4.95044 -9.84679 0.0529
H -1.35342 -5.41954 -8.26317 0.0686
H -0.07570 -4.21650 -8.38807 0.0674
H -1.56239 -0.98844 -11.06562 0.0992
H -2.27379 -2.55496 -11.31115 0.1116
H 0.72096 -2.22670 -10.71686 0.0667
H 0.05437 -2.13021 -12.34246 0.0685
H -0.07791 -3.62816 -11.43142 0.0523
```

**Net charge**: -1
**Gap between HOMO and LUMO**: 6.78 eV
**LUMO level**: 1.94 eV